[1]
Computed, not measured: one molecule with the formula C10H16NOP at a distorted geometry, with ωB97M-V/def2-TZVPD.

```
29
Properties=species:S:1:pos:R:3:forces:R:3
P 3.52085 -0.13879 0.42911 3.883 1.962 0.622
O 4.87345 0.36055 -0.51056 -4.799 1.353 1.937
N 2.35978 0.86500 0.50652 -1.181 -1.024 -0.710
C -0.82988 -1.07369 0.56476 0.421 0.524 -0.311
C -1.74846 -0.04009 0.60904 -0.551 0.407 -1.371
C 0.97647 0.53840 0.28878 0.648 -0.176 0.650
C 0.48012 -0.78258 0.38084 3.485 -0.582 0.250
C -1.30798 1.26174 0.42984 2.536 -1.813 -0.046
C -4.14090 0.78467 -1.36435 5.573 1.383 2.250
C -3.23385 -0.26881 0.77908 2.189 -2.885 0.069
C -4.08486 -0.43484 -0.48278 1.838 -0.687 -1.059
C 5.83596 -0.60905 -0.57452 1.356 2.866 -2.597
C 0.06069 1.57132 0.27709 -0.279 0.948 0.786
H 1.28986 -1.61669 0.48854 -1.773 1.364 -0.298
H -0.98883 -2.10330 0.71054 -1.083 -1.076 0.217
H -3.54119 0.56891 1.27707 -1.359 2.000 1.723
H -3.57001 -1.18450 -1.15501 -1.247 -0.091 1.021
H -2.06023 1.93868 0.55098 -1.496 2.404 0.037
H -4.18019 1.67366 -0.72140 -0.543 0.132 -0.362
H 5.41252 -1.36385 -1.14532 0.186 -1.976 -1.582
H 3.43979 -1.45250 -0.09023 -0.261 -0.045 0.362
H 6.12469 -0.96414 0.33200 1.158 -1.029 2.920
H 4.34717 -0.11222 1.72915 -1.308 -0.651 -1.625
H -3.09742 0.89103 -1.85878 -1.605 -0.022 0.521
H -5.09618 -0.58670 -0.21171 -0.974 -1.233 0.349
H -4.82181 0.77960 -2.10008 -2.695 -0.108 -2.420
H 6.60785 0.05534 -1.05204 0.220 -1.896 0.166
H 0.49456 2.59575 0.41352 -0.786 -0.917 -0.508
H -3.12199 -1.15289 1.49991 -1.556 0.866 -0.990
```
Forces are in eV/Å.

Summary:
relative energy (zero: lowest compared OMol25 entry of this formula, charge and spin)	4.503	eV
energy	-23452.9273	eV
gap between HOMO and LUMO	8.592	eV
net charge	0
E_HOMO	-7.87	eV
F_max	6.17	eV/A
2S+1	1



[2]
Computed, not measured: one molecule with the formula C5H4Br4 at a distorted geometry, with ωB97M-V/def2-TZVPD.

```
13
Properties=species:S:1:pos:R:3:forces:R:3
Br -3.36827 -0.73888 1.12647 1.409 0.939 -0.598
Br -1.48999 -2.08471 -1.32648 -0.056 -0.222 -0.041
Br -1.33351 1.82328 1.23092 -0.384 -1.038 -0.379
Br -0.13882 1.87146 -2.01979 0.400 -1.249 0.096
C -1.73331 0.13541 0.41540 -0.489 -1.121 0.086
C 0.30458 0.10623 -1.03231 -2.070 1.040 0.124
C 1.33278 0.39577 -0.03118 1.357 0.347 -0.342
C -0.96895 -0.48009 -0.52600 -1.329 1.585 1.640
C 1.46871 -0.29228 1.09662 4.040 1.724 0.497
H 0.61511 -0.62226 -1.72906 0.949 -0.065 -1.343
H 0.87027 -0.99634 1.52967 -2.301 -1.686 0.321
H 2.03067 1.14629 -0.49712 -0.176 -0.960 1.312
H 2.41073 -0.26389 1.76285 -1.350 0.705 -1.373
```
Forces are in eV/Å.

Summary:
relative energy (zero: lowest compared OMol25 entry of this formula, charge and spin)	0.974	eV
energy	-285417.4782	eV
gap between HOMO and LUMO	9.107	eV
net charge	0
E_HOMO	-9.38	eV
F_max	4.42	eV/A
2S+1	1



[3]
Computed, not measured: one molecule with the formula C14H12O3 at a distorted geometry, with ωB97M-V/def2-TZVPD.

```
29
Properties=species:S:1:pos:R:3:forces:R:3
O 0.97655 1.41249 -1.27189 2.118 0.613 -1.018
O 1.24093 3.05973 1.27003 -1.521 -1.339 0.119
O 2.33949 -1.23199 -2.05733 -2.006 1.124 1.957
C -3.17085 -1.26237 -0.60908 -1.517 -1.385 -0.513
C -2.00874 1.38069 1.68999 2.277 -0.075 0.542
C 0.32879 2.24069 1.12918 1.010 0.456 -1.641
C 1.89890 -2.29158 -0.02753 -0.835 -0.089 -0.762
C 1.70120 0.46031 -0.52795 -1.861 0.207 1.036
C -2.16566 -1.36138 -1.50427 0.470 -1.772 -2.205
C -0.99459 0.50533 -0.38975 0.512 -3.453 1.767
C -1.10471 -0.53667 -1.38248 2.783 3.521 -0.756
C 3.05063 0.84011 0.05640 0.977 1.847 -3.158
C 0.32201 1.24837 -0.06950 -0.606 -2.413 -0.144
C -0.88461 2.16150 1.95542 -2.862 -0.156 0.683
C 1.79890 -1.02396 -0.94719 2.743 -1.626 -2.490
C -1.97737 0.34943 0.64746 3.336 4.694 -0.734
C -3.03650 -0.38385 0.43973 -3.138 -3.216 -1.330
H -2.08866 -2.07541 -2.38738 -0.694 0.865 1.387
H 4.01626 0.58299 -0.50263 -1.751 -0.515 0.083
H 0.90846 -2.82354 0.09907 1.046 0.625 -0.279
H 3.12749 1.93446 -0.03921 -0.322 -0.251 1.058
H -0.40628 -0.54575 -2.24762 -0.134 0.075 0.972
H -1.02563 2.91390 2.74725 0.539 -0.321 -0.411
H -3.89350 -0.41586 1.02081 -1.240 0.580 1.815
H -4.07080 -1.88712 -0.78033 0.533 0.598 0.548
H 2.25871 -2.05835 0.95538 0.075 0.332 0.653
H 3.15358 0.41713 0.98818 0.224 -0.373 2.435
H 2.66893 -2.96384 -0.51666 -1.204 0.798 0.450
H -2.96294 1.35454 2.26189 1.050 0.647 -0.063
```
Forces are in eV/Å.

Summary:
relative energy (zero: lowest compared OMol25 entry of this formula, charge and spin)	4.049	eV
energy	-20850.9995	eV
gap between HOMO and LUMO	8.210	eV
net charge	0
E_HOMO	-9.02	eV
F_max	5.81	eV/A
2S+1	1



[4]
Computed, not measured: C5H8N2 as an isolated structure, with ωB97M-V/def2-TZVPD.

```
15
Properties=species:S:1:pos:R:3:forces:R:3
N 2.59398 -0.54309 0.43777 -0.016 -0.095 -0.096
N 1.06222 1.03052 -0.53365 0.121 0.011 0.023
C -2.37702 -0.10545 -0.17121 -0.025 0.012 -0.015
C 0.08925 -0.70159 0.46603 0.167 0.092 -0.058
C -0.90866 0.20990 -0.06462 -0.096 -0.064 -0.139
C -0.27637 1.30884 -0.77623 0.148 -0.348 0.197
C 1.29343 -0.14981 0.14167 -0.260 0.070 -0.053
H 2.64533 -1.49987 0.76341 0.018 0.160 -0.039
H -2.92583 0.77310 -0.52362 0.090 -0.140 0.066
H -2.52281 -0.91071 -0.89899 0.008 0.124 0.105
H 3.24356 -0.39231 -0.32519 -0.075 -0.019 0.128
H -2.79433 -0.43571 0.78651 0.063 0.053 -0.155
H 1.79713 1.68593 -0.75489 -0.134 -0.122 0.004
H -0.07744 -1.63083 0.99705 0.012 0.176 -0.094
H -0.84245 1.36108 0.45596 -0.021 0.089 0.126
```
Forces are in eV/Å.

Summary:
relative energy (zero: lowest compared OMol25 entry of this formula, charge and spin)	2.613	eV
energy	-8292.3829	eV
gap between HOMO and LUMO	9.212	eV
net charge	0
E_HOMO	-8.37	eV
F_max	0.43	eV/A
2S+1	1